(1)
A single C2H3Cl2N2P molecule at a distorted geometry. Source: the OMol25 dataset; level of theory: the ωB97M-V functional and the def2-TZVPD basis.

Structure (XYZ):
```
10
Properties=species:S:1:pos:R:3:forces:R:3:lowdin_charge:R:1
H -1.846086 -0.181213 1.077921 -1.203 -0.599 -0.318 -0.034
N -0.984557 0.209194 1.339288 0.389 0.083 0.623 -0.233
P -0.472372 1.474468 0.589448 1.081 -0.028 -1.023 0.339
Cl 0.555342 2.530953 1.926739 0.521 0.652 0.242 0.269
N 0.759610 1.121390 -0.564731 -1.570 0.057 1.425 -0.182
C 0.787935 -0.159564 -0.808014 1.701 1.189 -1.217 -0.914
C -0.073636 -1.184004 -0.589140 -0.879 0.262 0.682 0.010
Cl 2.201111 -0.636442 -1.723590 0.482 -0.190 -0.176 0.659
H -1.094060 -0.989962 -0.568277 -1.432 0.285 -0.019 0.036
H 0.166713 -2.184821 -0.679643 0.909 -1.711 -0.219 0.050
```
Forces are in eV/Å.

Values from the calculation:
Calculated total energy, eV: -39433.8971
SMILES: [H]/N=P(/Cl)=N\C(=C)Cl
LUMO (spin up / spin down), eV: -2.12 / -2.13
Orbital gap (spin up / spin down), eV: 7.3 / 7.0
HOMO energy (spin up / spin down), eV: -9.4 / -9.1
Energy above the lowest of the compared OMol25 structures with the same formula, charge and spin, eV: 3.442
Net charge: 0


(2)
C2H3Cl2NO4 as an isolated structure at a distorted geometry. Source: the OMol25 dataset; level of theory: the ωB97M-V functional and the def2-TZVPD basis.

Structure (XYZ):
```
12
Properties=species:S:1:pos:R:3:forces:R:3:lowdin_charge:R:1
N 1.392593 -2.894652 -0.144405 3.913 -3.001 -3.074 -0.075
O 2.585979 -2.949879 -0.489306 -3.783 0.632 1.337 0.085
C -0.599431 1.234234 -0.498842 0.296 -0.375 -0.402 -0.313
C -0.213330 0.018088 0.390734 -1.488 1.054 2.070 -1.176
O 0.527391 -0.718813 -0.403561 1.760 -2.343 1.203 -0.034
O 1.124482 -1.935715 0.683472 -0.858 3.666 -0.068 -0.074
Cl 0.675659 0.602481 1.895238 -0.531 -0.170 -0.930 0.642
Cl -1.727380 -0.867796 0.953603 0.741 0.552 -0.317 0.623
O -1.396982 2.159435 0.162394 -0.406 0.756 -0.083 -0.073
H 0.378224 1.689924 -0.749683 -0.482 -0.348 -0.439 0.136
H -1.170981 0.771828 -1.328272 0.676 0.358 -0.033 0.135
H -1.576230 2.890860 -0.471377 0.162 -0.781 0.735 0.124
```
Forces are in eV/Å.

Values from the calculation:
Calculated total energy, eV: -36839.7911
LUMO (spin up / spin down), eV: -3.39 / -3.52
Orbital gap (spin up / spin down), eV: 7.7 / 7.4
HOMO energy (spin up / spin down), eV: -11.1 / -10.9
Energy above the lowest of the compared OMol25 structures with the same formula, charge and spin, eV: 1.588
Net charge: 0


(3)
A single C2H3Cl2NSi molecule at a distorted geometry. Source: the OMol25 dataset; level of theory: the ωB97M-V functional and the def2-TZVPD basis.

Structure (XYZ):
```
9
Properties=species:S:1:pos:R:3:forces:R:3:lowdin_charge:R:1
N 2.233534 -1.987903 -0.000229 0.981 -1.415 0.270 0.063
C 1.595968 -1.066113 -0.183269 -3.621 5.023 -0.801 -0.206
C 0.554959 0.453914 -0.460815 2.395 -3.796 0.685 -0.229
Si -1.072238 0.256860 0.478514 0.783 -0.005 -0.073 -0.306
Cl -1.962400 -1.469613 -0.044151 -0.167 -0.340 -0.112 0.327
Cl -2.226720 1.826192 -0.065898 -0.194 0.322 -0.107 0.307
H 0.495707 0.463381 -1.543218 -0.132 0.060 -0.058 0.042
H 1.226250 1.222380 -0.097590 -0.047 0.177 0.058 0.039
H -0.845056 0.300903 1.916652 0.001 -0.025 0.138 -0.037
```
Forces are in eV/Å.

Values from the calculation:
Calculated total energy, eV: -36536.5858
SMILES: N#CC[SiH](Cl)Cl
LUMO, eV: 0.33
Orbital gap, eV: 12.1
HOMO energy, eV: -11.8
Energy above the lowest of the compared OMol25 structures with the same formula, charge and spin, eV: 1.309
Net charge: 0


(4)
A 2-piece molecular cluster, C2H3Cl2O4 overall at a distorted geometry. Source: the OMol25 dataset; level of theory: the ωB97M-V functional and the def2-TZVPD basis.

Structure (XYZ):
```
11
Properties=species:S:1:pos:R:3:forces:R:3:lowdin_spin:R:1
C 1.203086 -0.447429 0.792720 0.126 0.022 -0.158 0.116
C -0.023727 0.193409 0.009857 1.557 -0.560 -2.806 0.077
O -0.900497 0.567100 0.760346 -1.513 0.627 1.293 0.585
O -3.994153 1.672934 -1.309466 0.334 -2.691 1.256 0.001
O -3.859195 0.558744 -0.788903 -0.315 2.689 -1.253 0.002
Cl 0.757266 1.619788 -1.066113 -0.711 -1.000 0.747 0.101
Cl -0.570794 -1.193767 -1.231973 0.281 1.039 0.779 0.092
O 2.147280 -0.731762 -0.177087 0.901 -0.498 0.320 0.019
H 1.549053 0.323456 1.491292 -0.242 -0.182 0.038 0.001
H 0.810167 -1.355260 1.266268 -0.030 0.329 0.118 0.001
H 2.881516 -1.207213 0.253063 -0.389 0.224 -0.335 0.006
```
Forces are in eV/Å.

Values from the calculation:
Calculated total energy, eV: -35350.3542
LUMO (spin up / spin down), eV: -1.12 / -3.98
2S+1: 2
Orbital gap (spin up / spin down), eV: 9.8 / 6.8
HOMO energy (spin up / spin down), eV: -10.9 / -10.8
Net charge: 0


(5)
A 2-piece molecular cluster, C2H3Cl2PS overall at a distorted geometry. Source: the OMol25 dataset; level of theory: the ωB97M-V functional and the def2-TZVPD basis.

Structure (XYZ):
```
9
Properties=species:S:1:pos:R:3:forces:R:3:lowdin_charge:R:1
S -3.223806 1.853089 0.260548 0.183 -0.275 0.035 0.277
P -2.366872 -0.068141 -0.135119 0.321 0.967 -0.580 -0.244
Cl -3.904809 -0.833566 -1.227515 -0.346 -0.336 -0.126 0.091
Cl -2.602647 -1.017919 1.622818 -0.212 -0.363 0.626 0.109
H -2.074099 2.457002 -0.074051 -0.013 0.037 0.032 -0.212
C 1.202182 -1.782483 -0.254438 -0.589 3.094 0.216 0.000
C 1.104734 -0.563671 -0.187755 0.798 -2.870 -0.139 -0.043
H 1.141351 -2.835618 -0.292293 0.080 -0.360 -0.045 0.009
H 1.245182 0.487310 -0.122226 -0.223 0.108 -0.019 0.011
```
Forces are in eV/Å.

Values from the calculation:
Calculated total energy, eV: -47290.7621
SMILES: SP(Cl)Cl.C#C
LUMO, eV: 0.52
Orbital gap, eV: 10.1
HOMO energy, eV: -9.6
Energy above the lowest of the compared OMol25 structures with the same formula, charge and spin, eV: 1.739
Net charge: 0


(6)
A single C2H3Cl2PS molecule at a distorted geometry. Source: the OMol25 dataset; level of theory: the ωB97M-V functional and the def2-TZVPD basis.

Structure (XYZ):
```
9
Properties=species:S:1:pos:R:3:forces:R:3:lowdin_spin:R:1
C 0.101897 0.358706 -0.349890 -2.460 1.010 -0.827 0.169
C 0.868942 -0.648729 0.422373 0.583 0.721 1.819 0.012
P -1.497502 0.896721 0.778361 0.248 0.018 -1.235 0.802
S -2.932921 1.491932 -0.538568 0.820 -0.298 0.506 0.939
Cl -0.339407 -1.935536 0.708162 0.600 -0.614 0.570 0.046
Cl 2.167750 -1.279206 -0.612354 0.234 0.062 0.326 0.014
H 0.526970 1.329847 -0.495461 0.907 0.354 0.000 0.014
H -0.223472 -0.013723 -1.370130 0.248 0.178 1.423 0.004
H 1.327744 -0.200016 1.457505 -1.182 -1.432 -2.584 0.000
```
Forces are in eV/Å.

Values from the calculation:
Calculated total energy, eV: -47289.2425
LUMO (spin up / spin down), eV: 0.67 / -2.85
2S+1: 3
Orbital gap (spin up / spin down), eV: 8.3 / 7.4
HOMO energy (spin up / spin down), eV: -7.6 / -10.2
Energy above the lowest of the compared OMol25 structures with the same formula, charge and spin, eV: 0.000
Net charge: 0


(7)
A 2-piece molecular cluster, C2H3Cl3N2 overall at a distorted geometry. Source: the OMol25 dataset; level of theory: the ωB97M-V functional and the def2-TZVPD basis.

Structure (XYZ):
```
10
Properties=species:S:1:pos:R:3:forces:R:3:lowdin_spin:R:1
C -0.000975 0.722084 0.229723 2.874 -0.135 1.649 0.352
C -0.559339 -1.233146 -0.822179 -0.020 -3.161 1.995 0.660
N -0.972162 1.441896 0.239270 0.401 1.302 0.467 0.302
N 1.233886 0.773288 0.559284 -0.317 0.264 -0.352 0.081
Cl 0.950412 -2.136417 -0.265073 -1.525 1.093 -0.331 0.117
Cl -2.015328 -1.590959 0.142278 1.133 0.356 -0.405 0.117
Cl 1.940580 2.373252 1.068047 0.579 1.292 0.384 0.304
H -0.737479 -1.652617 -1.755851 -0.260 0.042 -2.112 0.037
H -1.795408 1.180755 -0.187154 -2.284 -0.362 -1.050 0.030
H 1.955814 0.121864 0.791656 -0.580 -0.690 -0.245 0.000
```
Forces are in eV/Å.

Values from the calculation:
Calculated total energy, eV: -42664.1180
LUMO (spin up / spin down), eV: 0.44 / -2.77
2S+1: 3
Orbital gap (spin up / spin down), eV: 7.7 / 6.9
HOMO energy (spin up / spin down), eV: -7.3 / -9.7
Energy above the lowest of the compared OMol25 structures with the same formula, charge and spin, eV: 0.808
Net charge: 0


(8)
A 2-piece molecular cluster, C2H3Cl3NO2 overall at a distorted geometry. Source: the OMol25 dataset; level of theory: the ωB97M-V functional and the def2-TZVPD basis.

Structure (XYZ):
```
11
Properties=species:S:1:pos:R:3:forces:R:3:lowdin_charge:R:1
C 0.236929 -0.633308 0.376211 -1.449 -1.007 1.782 -0.230
C 2.622168 0.340997 0.260024 -3.914 -2.771 -0.696 -1.097
N 1.664793 -0.712836 0.045712 5.354 3.887 0.365 -0.298
O 2.168204 -1.753816 -0.472469 -1.482 -0.598 0.242 -0.174
O -0.111311 0.399707 1.249778 0.803 -2.600 0.478 -0.136
Cl 2.251338 1.965461 0.576939 0.111 -0.176 0.139 0.647
Cl -0.872339 2.693109 -0.571202 -0.109 -0.025 0.063 -0.539
Cl 4.155225 -0.020654 -0.335951 0.540 0.050 0.044 0.677
H -0.001210 -1.572199 0.995781 0.713 1.003 -1.113 0.150
H -0.256851 -0.787116 -0.603504 -0.117 0.834 0.485 0.139
H -0.399321 1.229814 0.889008 -0.452 1.404 -1.789 -0.140
```
Forces are in eV/Å.

Values from the calculation:
Calculated total energy, eV: -45274.3148
LUMO, eV: 3.11
Orbital gap, eV: 7.7
HOMO energy, eV: -4.6
Energy above the lowest of the compared OMol25 structures with the same formula, charge and spin, eV: 0.055
Net charge: -1


(9)
A 2-piece molecular cluster, C2H3Cl3OP overall at a distorted geometry. Source: the OMol25 dataset; level of theory: the ωB97M-V functional and the def2-TZVPD basis.

Structure (XYZ):
```
10
Properties=species:S:1:pos:R:3:forces:R:3:lowdin_spin:R:1
C -0.008212 -0.641842 -1.667796 0.107 0.771 0.378 0.053
C 0.983077 0.216296 -1.120706 -0.726 3.271 -0.189 0.532
O 0.995384 -0.935591 -0.593927 -0.053 -3.554 0.777 0.268
P -0.597618 0.827472 1.544177 -1.466 -3.029 1.735 0.491
Cl 0.453059 1.667706 2.947061 0.386 0.444 -0.218 0.169
Cl -2.569146 0.854499 2.240744 1.234 0.284 -0.802 0.238
Cl -0.191189 -1.256282 1.799578 -0.528 2.313 -0.186 0.192
H -1.046865 -0.494617 -1.389534 0.046 -0.429 0.158 0.004
H 0.238227 -1.164667 -2.542213 -0.064 -0.782 -1.103 0.005
H 1.743282 0.927027 -1.217386 1.064 0.709 -0.549 0.049
```
Forces are in eV/Å.

Values from the calculation:
Calculated total energy, eV: -51014.0070
LUMO (spin up / spin down), eV: -5.34 / -9.72
2S+1: 3
Orbital gap (spin up / spin down), eV: 5.9 / 6.0
HOMO energy (spin up / spin down), eV: -11.2 / -15.8
Energy above the lowest of the compared OMol25 structures with the same formula, charge and spin, eV: 0.498
Net charge: +1


(10)
A 2-piece molecular cluster, C2H3Cl3OSi overall at a distorted geometry. Source: the OMol25 dataset; level of theory: the ωB97M-V functional and the def2-TZVPD basis.

Structure (XYZ):
```
10
Properties=species:S:1:pos:R:3:forces:R:3:lowdin_charge:R:1
Cl -2.865706 0.994936 -0.417289 -0.294 -0.030 -0.624 0.270
Si -2.141508 -0.443215 0.807493 0.255 -0.219 -1.952 -0.809
Cl -1.729264 -2.217760 -0.140849 0.177 0.601 0.041 0.260
Cl -3.364195 -0.827703 2.241797 -2.216 -0.793 2.003 0.364
H -1.192435 0.285709 1.496219 2.122 0.450 0.529 -0.093
C 1.786147 0.329711 -1.019084 -0.598 -2.190 -0.329 -0.003
C 2.938833 0.758975 -0.606999 -0.286 1.204 1.113 -0.298
O 3.876865 1.121112 -0.029975 0.401 -0.134 -0.599 0.166
H 0.897195 0.776654 -1.457472 0.750 0.273 0.108 0.062
H 1.794070 -0.778423 -0.873844 -0.311 0.837 -0.291 0.082
```
Forces are in eV/Å.

Values from the calculation:
Calculated total energy, eV: -49617.5082
SMILES: Cl[SiH](Cl)Cl.C=C=O
LUMO, eV: 0.46
Orbital gap, eV: 9.9
HOMO energy, eV: -9.5
Energy above the lowest of the compared OMol25 structures with the same formula, charge and spin, eV: 0.368
Net charge: 0